# 1
Computed, not measured: a cluster of 12 separate species, C12H36N12O24 in total, with ωB97M-V/def2-TZVPD.

Values from the calculation:
Energy above the lowest of the compared OMol25 structures with the same formula, charge and spin ... 73.0 kcal/mol
E_tot ... -2940.42178 a.u.
LUMO ... -1.45 eV
SMILES string ... C[N+](=O)[O-].C[N+](=O)[O-].C[N+](=O)[O-].C[N+](=O)[O-].C[N+](=O)[O-].C[N+](=O)[O-].C[N+](=O)[O-].C[N+](=O)[O-].C[N+](=O)[O-].C[N+](=O)[O-].C[N+](=O)[O-].C[N+](=O)[O-]
Orbital gap ... 8.322 eV
Molar mass ... 732.480 g/mol
Max |F| ... 0.06045 hartree/bohr

Geometry as XYZ:
```
84
Properties=species:S:1:pos:R:3:lowdin_charge:R:1
C -0.9879 0.5635 0.6857 0.03
N -0.0574 -0.6052 0.7967 -0.38
O -0.1766 -1.3435 1.7747 0.05
O 0.7113 -0.8474 -0.1167 0.04
H -1.6171 0.3393 -0.1757 0.07
H -0.3342 1.3883 0.4022 0.07
H -1.5883 0.8916 1.5342 0.09
C 1.1241 2.5504 -3.6613 0.06
N 0.1682 1.4353 -3.3814 -0.43
O 0.1697 0.9795 -2.2675 0.05
O -0.6178 1.1586 -4.2799 0.06
H 0.9637 2.7483 -4.7211 0.10
H 2.0163 2.0053 -3.3534 0.07
H 0.9486 3.4809 -3.1214 0.09
C -0.2412 -4.1664 2.6367 0.02
N 0.1511 -5.5471 2.2555 -0.42
O 0.9372 -6.1888 2.9749 0.04
O -0.3159 -5.9223 1.1987 0.06
H -0.3514 -4.0164 3.7107 0.10
H -1.0747 -3.6993 2.1120 0.07
H 0.6635 -3.6139 2.3830 0.07
C -2.3295 6.0010 1.2066 0.06
N -1.6009 5.0687 0.3335 -0.41
O -1.5503 3.8685 0.5922 0.03
O -0.9739 5.5806 -0.5909 0.04
H -2.7921 5.4710 2.0391 0.11
H -3.0190 6.6341 0.6482 0.11
H -1.4945 6.5957 1.5772 0.11
C -5.4127 -1.3986 0.7672 0.06
N -4.1435 -1.7421 1.5424 -0.39
O -3.5934 -0.8003 2.0781 0.04
O -3.5997 -2.8701 1.4017 0.04
H -6.0644 -0.7835 1.3877 0.10
H -5.8249 -2.3405 0.4052 0.10
H -5.0337 -0.8109 -0.0688 0.06
C 1.9550 -3.7978 -1.5437 0.07
N 2.6709 -5.1084 -1.1414 -0.43
O 1.9587 -5.9737 -0.7176 0.07
O 3.8015 -5.3629 -1.5195 0.05
H 0.8753 -3.9401 -1.4980 0.07
H 2.4566 -3.4860 -2.4599 0.07
H 2.3738 -3.0757 -0.8428 0.08
C 2.9583 -1.4843 3.3225 0.04
N 3.1979 -2.7076 4.1062 -0.42
O 2.1716 -3.2677 4.5005 0.05
O 4.3341 -3.1746 4.1239 0.07
H 3.8610 -1.3717 2.7220 0.10
H 2.8901 -0.5982 3.9535 0.09
H 2.0120 -1.6138 2.7972 0.07
C -3.4658 2.8434 -2.3028 0.05
N -4.1557 1.5363 -2.1997 -0.40
O -4.7438 1.1055 -3.2070 0.07
O -4.1074 1.0685 -1.0501 0.03
H -2.5948 2.6002 -2.9114 0.09
H -3.0938 3.1881 -1.3380 0.07
H -4.1976 3.5257 -2.7354 0.11
C 3.2428 -0.5246 -2.9275 0.03
N 4.6488 -0.8699 -2.7266 -0.45
O 4.8375 -2.0414 -2.4758 0.07
O 5.5590 -0.0909 -2.8862 0.08
H 2.8660 -0.1243 -1.9863 0.09
H 2.7747 -1.4664 -3.2139 0.09
H 3.2710 0.1942 -3.7464 0.10
C -1.8085 -2.1749 -2.5178 0.04
N -1.6363 -3.5584 -2.0504 -0.43
O -1.6853 -3.7838 -0.8325 0.06
O -1.5344 -4.3931 -2.9640 0.05
H -0.8632 -1.9813 -3.0247 0.10
H -1.7757 -1.4494 -1.7049 0.07
H -2.6871 -2.1709 -3.1629 0.11
C 1.5548 3.1002 4.1110 0.02
N 0.4174 2.4271 3.5732 -0.44
O -0.5319 3.0756 3.1275 0.04
O 0.5214 1.2297 3.4862 0.08
H 1.8305 3.9309 3.4613 0.10
H 2.4055 2.4414 3.9369 0.10
H 1.3022 3.3397 5.1440 0.12
C 1.4524 3.9046 -0.3381 0.03
N 2.3613 2.7514 -0.0608 -0.39
O 3.1564 2.3483 -0.9197 0.05
O 2.4782 2.4407 1.1137 0.06
H 1.8565 4.4420 -1.1960 0.10
H 1.3110 4.5361 0.5389 0.10
H 0.4581 3.4979 -0.5226 0.06
```

# 2
Computed, not measured: a cluster of 5 separate species, C12H36N2O7 in total, with ωB97M-V/def2-TZVPD.

Values from the calculation:
Energy above the lowest of the compared OMol25 structures with the same formula, charge and spin ... 39.4 kcal/mol
E_tot ... -1114.83938 a.u.
LUMO ... 0.32 eV
SMILES string ... COCCNCCOC.COCCNCCOC.O.O.O
Orbital gap ... 9.321 eV
Molar mass ... 320.427 g/mol
Max |F| ... 0.04702 hartree/bohr

Geometry as XYZ:
```
57
Properties=species:S:1:pos:R:3:nbo_charge:R:1
C -4.4095 -27.8724 9.8448 -0.25
O -5.6213 -27.1882 9.5728 -0.55
C -6.7197 -28.1115 9.2439 -0.08
C -8.0424 -27.7921 9.8739 -0.25
N -7.8840 -27.6446 11.3242 -0.62
C -9.1716 -27.0758 11.9117 -0.25
C -9.0606 -26.5838 13.3240 -0.08
O -8.3156 -25.3378 13.4471 -0.57
C -7.7354 -25.1534 14.7672 -0.25
H -4.6896 -28.7049 10.4902 0.17
H -3.8131 -27.1763 10.4345 0.19
H -3.7231 -28.1409 9.0418 0.17
H -6.4562 -29.1477 9.4559 0.18
H -6.7924 -28.0603 8.1576 0.18
H -8.8007 -28.5626 9.7351 0.20
H -8.5648 -26.9043 9.5175 0.17
H -7.1379 -26.9815 11.4783 0.37
H -9.9026 -27.8832 11.8668 0.20
H -9.6410 -26.3159 11.2870 0.17
H -8.4306 -27.3226 13.8195 0.17
H -9.9692 -26.5325 13.9238 0.18
H -7.0757 -24.2874 14.8223 0.19
H -7.1590 -26.0489 14.9993 0.17
H -8.5715 -25.1132 15.4653 0.18
C -10.9825 -20.4897 19.8836 -0.26
O -11.3244 -19.2032 19.4611 -0.55
C -11.6611 -18.3735 20.6175 -0.08
C -12.0583 -17.0123 20.0211 -0.23
N -12.2167 -15.9078 20.9491 -0.61
C -13.0314 -16.3043 22.1535 -0.24
C -13.6119 -15.1238 22.9799 -0.06
O -14.5130 -15.6236 23.9495 -0.54
C -14.9777 -14.6245 24.8782 -0.25
H -11.9269 -20.9952 20.0852 0.17
H -10.2880 -20.4831 20.7236 0.17
H -10.3489 -21.0219 19.1742 0.20
H -10.8474 -18.1810 21.3168 0.18
H -12.4873 -18.9126 21.0810 0.17
H -12.9335 -17.1405 19.3842 0.17
H -11.2586 -16.7917 19.3142 0.20
H -12.7297 -15.2298 20.4039 0.35
H -12.4197 -16.8741 22.8530 0.19
H -13.8712 -16.9891 22.0359 0.17
H -14.0795 -14.4054 22.3066 0.16
H -12.6825 -14.6933 23.3530 0.17
H -14.1671 -14.3010 25.5312 0.17
H -15.8754 -14.9563 25.3999 0.20
H -15.1712 -13.6558 24.4175 0.17
O -11.2153 -21.9968 16.0074 -0.95
H -11.8224 -21.2582 15.9608 0.49
H -11.5320 -22.6100 15.3442 0.48
O -9.0476 -22.9918 17.1476 -0.98
H -9.7574 -22.5591 16.6730 0.49
H -8.2938 -22.9295 16.5609 0.47
O -8.7820 -24.4975 19.7778 -0.95
H -9.6229 -24.6834 20.1957 0.46
H -8.9667 -23.7748 19.1780 0.49
```

# 3
Computed, not measured: a cluster of 6 separate species, C12H36O12 in total, with ωB97M-V/def2-TZVPD.

Values from the calculation:
Energy above the lowest of the compared OMol25 structures with the same formula, charge and spin ... 21.1 kcal/mol
E_tot ... -1381.56515 a.u.
LUMO ... 0.30 eV
SMILES string ... OCCO.OCCO.OCCO.OCCO.OCCO.OCCO
Orbital gap ... 9.835 eV
Molar mass ... 372.408 g/mol
Max |F| ... 0.03589 hartree/bohr

Geometry as XYZ:
```
60
Properties=species:S:1:pos:R:3:nbo_charge:R:1
O -24.7037 14.8886 6.8156 -0.73
C -25.2459 14.1001 7.8659 -0.07
C -25.3351 12.6481 7.4337 -0.08
O -25.5834 11.8015 8.5305 -0.76
H -23.9974 15.4457 7.1401 0.47
H -24.5948 14.1470 8.7463 0.16
H -26.2240 14.4991 8.1448 0.16
H -24.4383 12.3721 6.8716 0.16
H -26.1796 12.6056 6.7282 0.15
H -25.2474 10.8974 8.2899 0.51
O -19.4288 4.2876 3.6193 -0.71
C -20.8157 4.1914 3.9040 -0.08
C -21.1019 4.1379 5.4076 -0.08
O -20.8111 5.3592 6.0635 -0.74
H -19.0049 3.5759 4.1080 0.46
H -21.4049 4.9972 3.4745 0.18
H -21.1524 3.2276 3.5015 0.15
H -20.4570 3.3729 5.8639 0.15
H -22.1338 3.8236 5.5924 0.17
H -21.6003 5.6494 6.5378 0.50
O -25.0174 6.0003 8.9809 -0.75
C -25.3172 6.6605 10.1997 -0.10
C -24.0165 7.0964 10.8560 -0.09
O -23.6928 8.3619 10.2978 -0.75
H -25.7321 5.4110 8.7245 0.49
H -25.9382 7.5314 9.9463 0.19
H -25.9873 6.1130 10.8724 0.18
H -23.2183 6.3613 10.6954 0.19
H -24.0477 7.1228 11.9511 0.18
H -23.1280 8.8754 10.8818 0.49
O -24.6716 9.3595 7.8795 -0.76
C -23.8058 9.2833 6.7642 -0.10
C -23.6671 7.8976 6.1649 -0.10
O -23.1310 6.9267 7.0695 -0.77
H -24.2605 8.8893 8.6333 0.51
H -24.3498 9.7929 5.9571 0.18
H -22.8536 9.8098 6.8785 0.17
H -23.0064 7.8949 5.2979 0.21
H -24.6275 7.5351 5.7802 0.17
H -23.8270 6.6918 7.7091 0.50
O -28.7949 9.0530 5.1120 -0.72
C -27.8830 9.7124 6.0012 -0.09
C -28.1313 9.3159 7.4445 -0.10
O -29.4613 9.6008 7.8408 -0.71
H -29.6066 9.5645 5.1892 0.47
H -26.8772 9.6258 5.5866 0.19
H -28.0593 10.8022 5.9497 0.15
H -27.3665 9.8099 8.0514 0.19
H -27.9481 8.2385 7.4899 0.17
H -29.4473 10.5418 8.0597 0.47
O -23.3391 10.1662 -0.1101 -0.72
C -23.1538 9.4673 1.1208 -0.08
C -23.8824 10.2549 2.1997 -0.08
O -23.5531 9.7860 3.5061 -0.73
H -22.7976 9.6873 -0.7455 0.47
H -23.6305 8.4798 1.1239 0.16
H -22.0820 9.3610 1.3087 0.16
H -24.9358 10.0586 1.9899 0.17
H -23.6168 11.3091 2.1209 0.17
H -23.2894 10.5476 4.0254 0.47
```

# 4
Computed, not measured: a cluster of 6 separate species, C12H36O12 in total, with ωB97M-V/def2-TZVPD.

Values from the calculation:
Energy above the lowest of the compared OMol25 structures with the same formula, charge and spin ... 57.1 kcal/mol
E_tot ... -1381.50771 a.u.
LUMO ... 0.29 eV
SMILES string ... OCCO.OCCO.OCCO.OCCO.OCCO.OCCO
Orbital gap ... 9.797 eV
Molar mass ... 372.408 g/mol
Max |F| ... 0.06345 hartree/bohr

Geometry as XYZ:
```
60
Properties=species:S:1:pos:R:3:nbo_charge:R:1
O -3.7497 4.1047 3.5106 -0.72
C -2.6854 3.7386 2.6305 -0.09
C -1.6161 2.9005 3.2594 -0.11
O -1.0244 3.5557 4.3672 -0.72
H -3.5271 4.9912 3.8041 0.47
H -3.0526 3.1324 1.8023 0.17
H -2.4026 4.7257 2.2648 0.17
H -0.9846 2.4267 2.5077 0.20
H -2.1288 1.9997 3.5967 0.17
H -1.7350 3.5998 5.0112 0.47
O 4.5926 1.2524 2.8895 -0.70
C 3.9610 1.5070 1.6189 -0.12
C 2.9819 2.7152 1.5347 -0.10
O 1.7609 2.3427 2.2005 -0.76
H 3.8753 0.9731 3.4631 0.46
H 4.6271 1.7818 0.8010 0.19
H 3.5666 0.6198 1.1235 0.19
H 2.7624 3.0633 0.5254 0.20
H 3.3808 3.5897 2.0486 0.19
H 1.8415 2.5051 3.1433 0.49
O 0.3897 -1.2562 -3.5734 -0.74
C 1.4490 -2.0761 -4.0069 -0.09
C 1.5356 -3.4864 -3.3092 -0.09
O 0.7400 -4.4031 -4.0121 -0.72
H 0.1475 -0.8047 -4.3852 0.49
H 1.5281 -2.1877 -5.0883 0.18
H 2.3927 -1.5538 -3.8493 0.16
H 1.1286 -3.4145 -2.3006 0.18
H 2.5533 -3.8751 -3.2721 0.18
H 0.0678 -4.6564 -3.3753 0.47
O -1.3524 -0.6509 -1.6235 -0.76
C -0.8414 -0.7883 -0.3368 -0.07
C 0.0894 0.4096 0.0531 -0.09
O 0.8329 0.0135 1.2186 -0.77
H -0.6670 -0.8474 -2.2663 0.50
H -1.6774 -0.9887 0.3334 0.18
H -0.2458 -1.6986 -0.4051 0.16
H -0.6336 1.2019 0.2468 0.16
H 0.7842 0.6621 -0.7479 0.17
H 1.2937 0.7882 1.5489 0.51
O 1.7365 -2.3464 1.5993 -0.77
C 2.6129 -2.2268 2.7915 -0.08
C 4.1373 -2.6098 2.5074 -0.09
O 4.2203 -4.0244 2.6426 -0.71
H 1.2643 -1.5131 1.5341 0.49
H 2.6232 -1.1561 2.9951 0.13
H 2.1268 -2.6757 3.6577 0.18
H 4.7580 -2.1399 3.2703 0.17
H 4.3767 -2.3987 1.4651 0.19
H 4.5188 -4.1475 3.5467 0.46
O -3.7526 0.1892 -3.8631 -0.75
C -5.0620 0.4070 -3.2790 -0.09
C -6.0802 -0.2063 -4.2740 -0.08
O -5.8474 -1.5596 -4.6353 -0.72
H -3.0903 0.5189 -3.2514 0.48
H -5.0404 -0.0772 -2.3026 0.17
H -5.3363 1.4408 -3.0694 0.16
H -6.0081 0.2380 -5.2668 0.17
H -7.0930 -0.0789 -3.8917 0.18
H -5.0236 -1.5462 -5.1281 0.47
```

# 5
Computed, not measured: a cluster of 6 separate species, C12H36O12 in total, with ωB97M-V/def2-TZVPD.

Values from the calculation:
Energy above the lowest of the compared OMol25 structures with the same formula, charge and spin ... 168.9 kcal/mol
E_tot ... -1381.32963 a.u.
LUMO ... 0.36 eV
SMILES string ... OCCO.OCCO.OCCO.OCCO.OCCO.OCCO
Orbital gap ... 9.977 eV
Molar mass ... 372.408 g/mol
Max |F| ... 0.19524 hartree/bohr

Geometry as XYZ:
```
60
Properties=species:S:1:pos:R:3:nbo_charge:R:1
O -0.9832 -1.0958 3.4597 -0.75
C 0.2628 -1.7064 3.6161 -0.07
C 0.2606 -3.0364 2.8611 -0.11
O 1.5027 -3.6948 3.0577 -0.72
H -1.3649 -1.3221 2.5665 0.49
H 0.9278 -0.9973 3.1250 0.15
H 0.5212 -1.7741 4.7176 0.18
H -0.1301 -3.1164 1.8024 0.19
H -0.3067 -3.4629 3.5396 0.16
H 1.4431 -4.0401 3.9506 0.46
O 2.4653 3.2861 0.6681 -0.73
C 3.6421 3.4521 1.3616 -0.10
C 3.8135 2.2728 2.3798 -0.08
O 4.6494 2.5380 3.4407 -0.69
H 1.8167 3.8856 0.9746 0.49
H 4.6621 3.5970 0.9851 0.17
H 3.6416 4.4586 1.8298 0.16
H 4.2643 1.4253 1.8904 0.15
H 2.8931 1.9207 2.6284 0.17
H 5.5821 2.9908 3.0445 0.46
O -4.1755 -0.3216 0.7545 -0.73
C -3.8878 1.1152 0.7004 -0.10
C -3.3251 1.6283 2.0957 -0.06
O -2.9947 2.9415 1.9690 -0.73
H -3.4699 -0.7657 0.9651 0.46
H -3.1094 1.0109 -0.0345 0.16
H -4.4973 1.9529 0.4136 0.19
H -2.5988 1.0452 2.3783 0.16
H -4.1849 1.4895 2.8227 0.15
H -3.5838 3.5811 2.3943 0.48
O -0.0595 0.9365 -4.6925 -0.76
C 0.8504 0.4146 -3.6023 -0.07
C 2.2361 0.7081 -3.8785 -0.11
O 3.1638 -0.1283 -3.1397 -0.73
H 0.0540 1.9539 -4.9462 0.47
H 0.4960 0.7067 -2.6302 0.17
H 0.6259 -0.6332 -3.5438 0.18
H 2.3679 1.7049 -3.9120 0.16
H 2.3373 0.6405 -4.9322 0.19
H 3.2260 0.0633 -2.2209 0.49
O -1.3785 -2.6751 -1.6221 -0.74
C -2.4974 -2.6266 -2.3610 -0.09
C -2.2376 -2.1884 -3.8358 -0.09
O -3.4488 -2.3548 -4.5743 -0.71
H -0.9241 -3.5551 -1.7337 0.49
H -3.0373 -3.5173 -2.1764 0.17
H -3.1677 -1.9820 -1.8311 0.17
H -1.4698 -2.8550 -4.1848 0.18
H -1.9759 -1.0824 -3.7243 0.18
H -4.0857 -1.5733 -4.2016 0.47
O 2.1187 0.6902 -0.4836 -0.71
C 1.3137 -0.3034 0.0691 -0.10
C -0.1818 0.0967 0.3352 -0.08
O -1.0413 -1.0093 0.5190 -0.79
H 2.1350 1.3065 0.1685 0.48
H 1.1870 -1.1438 -0.4414 0.17
H 1.5217 -0.7336 1.1104 0.15
H -0.5712 0.5523 -0.5706 0.15
H -0.1912 0.7852 1.0670 0.17
H -1.1018 -1.4554 -0.3888 0.52
```

# 6
Computed, not measured: a cluster of 6 separate species, C12H36O6 in total, with ωB97M-V/def2-TZVPD.

Values from the calculation:
Energy above the lowest of the compared OMol25 structures with the same formula, charge and spin ... 81.9 kcal/mol
E_tot ... -930.11255 a.u.
LUMO ... 0.53 eV
SMILES string ... CC(C)O.CC(C)O.CCO.CCO.CO.CO
Orbital gap ... 10.535 eV
Molar mass ... 276.414 g/mol
Max |F| ... 0.05538 hartree/bohr

Geometry as XYZ:
```
54
Properties=species:S:1:pos:R:3:nbo_charge:R:1
C -2.5234 2.4260 -1.4366 -0.65
C -1.3699 1.7932 -2.2773 0.10
C -1.6875 1.3977 -3.7761 -0.63
O -0.3837 2.8211 -2.3590 -0.74
H -2.8322 3.4209 -1.7575 0.19
H -2.0239 2.5644 -0.4778 0.22
H -3.4842 1.9372 -1.2748 0.22
H -0.9672 1.0394 -1.6008 0.19
H -2.0454 2.2763 -4.3128 0.20
H -2.4549 0.6247 -3.8169 0.22
H -0.8100 1.0211 -4.3018 0.22
H -0.8707 3.5761 -2.6972 0.47
C 3.6316 -0.1464 1.8272 -0.65
C 3.2020 -1.4421 1.1272 0.09
C 3.4286 -1.3382 -0.3951 -0.63
O 4.0284 -2.4632 1.6336 -0.71
H 4.6908 0.0625 1.6776 0.21
H 3.4103 -0.1994 2.8932 0.20
H 3.0105 0.7406 1.7018 0.23
H 2.1798 -1.6012 1.4706 0.16
H 3.0529 -0.3833 -0.7627 0.21
H 2.9552 -2.0578 -1.0630 0.22
H 4.5038 -1.3481 -0.5742 0.22
H 3.9473 -2.3817 2.5867 0.46
C 3.3393 2.7157 -0.9963 -0.66
C 2.1697 3.3995 -0.2163 -0.07
O 1.1126 2.4755 -0.0475 -0.74
H 3.5509 1.6804 -0.7289 0.22
H 4.3505 3.1216 -1.0213 0.21
H 3.0880 2.6933 -2.0567 0.20
H 1.7936 4.3250 -0.6524 0.16
H 2.4688 3.8103 0.7480 0.17
H 0.7157 2.4724 -0.9217 0.49
C -3.6636 -2.6726 -1.1027 -0.63
C -3.5693 -3.5973 -2.3170 -0.05
O -2.6022 -3.1321 -3.1787 -0.74
H -2.9186 -2.7241 -0.3087 0.22
H -4.6115 -2.8990 -0.6145 0.20
H -3.6799 -1.6688 -1.5273 0.21
H -4.4737 -3.6582 -2.9224 0.16
H -3.2598 -4.6024 -2.0305 0.15
H -1.8188 -3.6728 -3.3033 0.48
C -0.5398 0.0648 1.2905 -0.26
O -1.5643 -0.8840 1.4003 -0.73
H 0.0504 0.1388 2.2039 0.16
H 0.1676 0.0047 0.4634 0.18
H -0.9616 1.0695 1.2638 0.17
H -1.5447 -1.3337 2.2482 0.47
C -1.4936 -1.6302 5.0369 -0.26
O -1.2441 -0.8327 6.1990 -0.72
H -0.6835 -1.3615 4.3589 0.16
H -1.4382 -2.6899 5.2863 0.17
H -2.4770 -1.5138 4.5813 0.18
H -0.8506 -1.4387 6.8311 0.47
```